Version a
Below is a cluster of 7 separate species, CH16O7 in total, with properties calculated with the ωB97M-V functional and the def2-TZVPD basis.

Last column: Löwdin charge in e.
Geometry (Å):
1 O -3.63492 1.47514 0.59433  -0.1102
2 O 1.93274 -0.28668 1.31862  -0.0437
3 O -1.23163 -0.83331 0.24710  -0.0424
4 O 0.18017 -1.70275 2.43623  -0.1052
5 O 2.43893 -0.42922 -1.41958  -0.1062
6 O 1.16220 2.18579 -0.44002  -0.1259
7 O -0.85196 -2.79272 -1.61565  -0.0500
8 C -0.20433 2.52184 -0.73781  -0.1001
9 H -0.00496 -2.51328 -2.11835  0.1095
10 H -0.06187 3.34716 -1.46803  0.0971
11 H 2.17066 0.52559 -1.65730  0.0745
12 H -4.20820 0.74053 0.75387  0.0011
13 H -1.48675 -1.64803 -0.30487  0.0560
14 H 2.78877 -0.90509 -2.21809  0.0655
15 H 1.29395 0.19552 0.86085  -0.0119
16 H -0.78885 2.67848 0.12901  0.0775
17 H -1.14390 -1.10918 1.08909  -0.0699
18 H 2.68846 -0.49300 0.68394  0.0936
19 H -0.53902 -3.10205 -0.81198  -0.0048
20 H 0.97482 -1.38653 1.91341  -0.0076
21 H 1.27876 2.47339 0.44518  0.0584
22 H 0.58863 -1.67413 3.30562  0.0374
23 H -0.58504 1.77845 -1.33459  0.0454
24 H -2.75664 0.95409 0.34904  0.0620

Values from the calculation:
* SMILES string: CO.O.O.O.O.O.O
* HOMO-LUMO gap: 10.928 eV
* net charge: 0
* LUMO: 0.1752 eV

***

Version b
Below is a cluster of 7 separate species, CH16O7 in total, with properties calculated with the ωB97M-V functional and the def2-TZVPD basis.

Last column: Löwdin charge in e.
Geometry (Å):
1 O -3.55921 1.47122 0.61564  -0.0573
2 O -1.14949 -0.82503 0.29013  -0.0738
3 O 1.15556 2.13770 -0.50354  -0.1456
4 O 0.18147 -1.73489 2.47646  -0.0883
5 O 1.98599 -0.22146 1.39875  -0.0567
6 O 2.47758 -0.51805 -1.48706  -0.0476
7 O -0.89321 -2.78088 -1.65503  -0.0496
8 C -0.23111 2.49084 -0.77156  -0.1043
9 H -4.31098 0.89856 0.73851  0.0272
10 H -0.13700 -2.37929 -2.08698  0.0379
11 H 2.80053 -1.08064 -2.20508  0.0499
12 H 2.64264 -0.55608 0.77221  0.0444
13 H 1.50488 0.35024 0.78003  0.0218
14 H -0.81913 2.71663 0.10809  0.0759
15 H 0.90702 -1.53090 1.84282  0.0125
16 H -0.98472 -1.08995 1.20976  0.0085
17 H 2.25445 0.32164 -1.89966  0.0346
18 H -2.74024 1.02256 0.42719  -0.0171
19 H 0.47003 -1.48700 3.35682  0.0483
20 H -0.21924 3.36986 -1.42488  0.0817
21 H 1.37797 2.32431 0.41109  0.0687
22 H -0.52126 -3.08692 -0.81754  0.0493
23 H -0.64111 1.58967 -1.21207  0.0689
24 H -1.55145 -1.40213 -0.36411  0.0106

Values from the calculation:
* SMILES string: CO.O.O.O.O.O.O
* HOMO-LUMO gap: 11.021 eV
* net charge: 0
* LUMO: 0.2277 eV

***

Energetically preferred structure: version b | next structure: +79.4 kJ/mol

***

Version a
Below is an isolated molecule of C2H2ClP, with properties calculated with the ωB97M-V functional and the def2-TZVPD basis.

Last column: Löwdin charge in e.
Geometry (Å):
1 Cl 3.26992 -0.73512 -0.00380  0.6240
2 P 1.28062 1.85612 -0.00492  0.8009
3 C 2.09630 0.42677 0.02674  -1.0722
4 C 0.20094 0.34648 0.00282  -0.3529
5 H -0.18797 -0.03359 0.92281  -0.0015
6 H -0.13945 -0.07080 -0.92502  0.0017

Values from the calculation:
* SMILES string: ClC1=PC1
* HOMO-LUMO gap: 8.834 eV
* net charge: 0
* LUMO: 0.1837 eV

***

Version b
Below is an isolated molecule of C2H2ClP, with properties calculated with the ωB97M-V functional and the def2-TZVPD basis.

Last column: Löwdin charge in e.
Geometry (Å):
1 Cl 1.06903 1.63924 -1.43178  0.0818
2 P 1.30011 0.51432 0.30285  0.4317
3 C -1.45787 -0.51759 0.45126  0.0349
4 C -0.35606 -0.09586 0.60425  -0.4730
5 H -2.43198 -0.85306 0.26401  0.0182
6 H 1.87679 -0.68706 -0.19059  -0.0936

Values from the calculation:
* SMILES string: C#CPCl
* HOMO-LUMO gap: 9.662 eV
* net charge: 0
* LUMO: 0.2118 eV

***

Version c
Below is an isolated molecule of C2H2ClP, with properties calculated with the ωB97M-V functional and the def2-TZVPD basis.

Last column: Löwdin charge in e.
Geometry (Å):
1 Cl -1.98627 -0.59449 -2.58098  0.1225
2 P -0.13211 -1.03899 -1.96682  0.4558
3 C 0.23568 0.37209 -0.68130  -0.2474
4 C -0.25706 -0.78257 -0.24728  -0.4942
5 H 0.73550 1.33673 -0.35692  0.0801
6 H -0.51366 -1.37682 0.68484  0.0832

Values from the calculation:
* SMILES string: ClP1=CC=1
* HOMO-LUMO gap: 10.413 eV
* net charge: 0
* LUMO: 0.7968 eV

***

Energetically preferred structure: version c | next structure: +16.0 kJ/mol

***

Version a
Below is a structure of composition HO5S2, with properties calculated with the ωB97M-V functional and the def2-TZVPD basis.

Last column: Löwdin charge in e.
Geometry (Å):
1 S 1.87963 0.02792 0.76869  0.6973
2 S 0.31163 -0.62828 -0.47305  0.8305
3 O -0.68386 -1.55324 0.13620  -0.5548
4 O -2.38542 0.86308 0.17186  -0.2386
5 O -1.09371 1.17161 -0.46844  -0.4818
6 O 2.35923 1.36318 0.32842  -0.5636
7 O 2.15322 -1.18809 -0.37119  -0.7047
8 H -2.54072 -0.05618 -0.09249  0.0157

Values from the calculation:
* HOMO-LUMO gap: 7.378 eV
* net charge: -1
* LUMO: 3.4631 eV

***

Version b
Below is the ion HO5S2 with charge -1, with properties calculated with the ωB97M-V functional and the def2-TZVPD basis.

Last column: Löwdin charge in e.
Geometry (Å):
1 S -1.72797 -1.59511 -0.01575  0.7123
2 S 1.01837 0.05918 0.06241  0.3914
3 O 2.32265 0.22669 0.70442  -0.3290
4 O 0.14995 -0.95971 0.74118  -0.5652
5 O 0.92560 -0.09224 -1.33421  -0.3096
6 O 0.31825 1.51679 0.34053  -0.1500
7 O -2.62627 -0.47891 -0.29161  -0.7358
8 H -0.38058 1.32330 -0.20696  -0.0141

Values from the calculation:
* SMILES string: O=S(=O)(O)OS[O-]
* HOMO-LUMO gap: 6.896 eV
* net charge: -1
* LUMO: 3.4249 eV

***

Energetically preferred structure: version b | next structure: +382.7 kJ/mol

***

Version a
Below is a cluster of 2 separate species, C6H10S in total, with properties calculated with the ωB97M-V functional and the def2-TZVPD basis.

Last column: Löwdin charge in e.
Geometry (Å):
1 S -3.11375 -0.59482 0.28498  0.2188
2 C -0.26139 0.13987 -0.24434  -0.3223
3 C -0.38066 -0.45724 -1.59843  -0.0869
4 C 0.48178 -0.59301 0.81893  -0.2183
5 C 1.99524 -0.42710 0.60014  -0.0762
6 C -0.50833 1.48641 -0.06999  -0.1384
7 C -0.73268 2.66730 0.07122  0.2013
8 H 0.22376 -0.19307 1.80266  0.1231
9 H -0.56242 -1.52759 -1.53061  0.0858
10 H 2.53780 -0.94514 1.38596  0.0767
11 H 2.26868 0.62573 0.62220  0.0786
12 H 0.23130 -1.65360 0.78968  0.1179
13 H -1.18110 0.01160 -2.16318  0.0863
14 H -0.92342 3.68656 0.23011  0.0363
15 H 0.55330 -0.30468 -2.14716  0.0979
16 H -2.92427 -1.07719 1.50644  -0.3545
17 H 2.29614 -0.84405 -0.35860  0.0738

Values from the calculation:
* HOMO-LUMO gap (spin up / spin down): 5.961 / 5.959 eV
* net charge: 0
* LUMO (spin up / spin down): -1.8134 / -1.8144 eV

***

Version b
Below is an isolated molecule of C6H10S, with properties calculated with the ωB97M-V functional and the def2-TZVPD basis.

Last column: Löwdin charge in e.
Geometry (Å):
1 S 1.74654 -0.59675 -0.94115  0.7860
2 C 1.13446 0.17093 1.69480  -0.0888
3 C -0.10265 2.52028 -0.60925  0.1410
4 C 0.50996 0.10066 0.28107  -0.7576
5 C 0.19483 1.43762 -0.17281  -0.1936
6 C -1.43127 -1.02683 -1.09238  -0.1090
7 C -0.81410 -0.87608 0.33431  -0.1918
8 H -0.78019 -0.86579 -1.96519  0.0511
9 H -0.21252 3.37834 -1.17212  0.0103
10 H -1.42259 -0.53073 1.05702  0.0661
11 H 1.61906 0.39848 -1.79709  -0.1395
12 H 1.22019 -0.82618 1.98435  0.0500
13 H 2.19400 0.47624 1.65582  0.0925
14 H -2.30337 -0.41120 -1.15850  0.0557
15 H -0.36158 -1.82234 0.61503  0.0939
16 H 0.47802 0.59311 2.34183  0.0524
17 H -1.66877 -2.11975 -1.05575  0.0812

Values from the calculation:
* SMILES string: C#C[C@](C)(S)CC
* HOMO-LUMO gap: 10.083 eV
* net charge: 0
* LUMO: 0.8600 eV

***

Energetically preferred structure: version b | next structure: +140.2 kJ/mol

***

Version a
Below is an isolated molecule of C5H8N2S2, with properties calculated with the ωB97M-V functional and the def2-TZVPD basis.

Last column: Löwdin charge in e.
Geometry (Å):
1 S 1.25505 0.15963 0.48816  0.8516
2 S -2.76324 0.94432 -0.38937  1.0269
3 N 0.06409 0.95110 -0.05409  -0.4180
4 N -1.44740 -1.10568 0.40700  -0.0156
5 C -2.73996 -1.42149 0.49835  -0.2575
6 C -1.32952 0.15398 0.10482  -0.6675
7 C 2.36429 1.60178 0.63371  -0.2331
8 C 2.03370 -0.78690 -1.02201  -0.2444
9 C -3.62832 -0.39105 0.16470  -0.4252
10 H 1.48105 -1.82017 -1.05211  0.0664
11 H 1.57511 2.37182 0.77736  0.0578
12 H -4.64248 -0.36489 0.21244  0.0152
13 H 1.77418 -0.16142 -1.96652  0.0725
14 H -2.88643 -2.46158 0.83425  0.1106
15 H 3.10648 -0.85702 -0.88909  0.0104
16 H 2.80793 1.43727 1.52216  -0.0163
17 H 2.97547 1.75032 -0.26978  0.0664

Values from the calculation:
* HOMO-LUMO gap: 8.465 eV
* net charge: 0
* LUMO: 0.7473 eV

***

Version b
Below is an isolated molecule of C5H8N2S2, with properties calculated with the ωB97M-V functional and the def2-TZVPD basis.

Last column: Löwdin charge in e.
Geometry (Å):
1 S 0.68735 -1.94976 2.22168  0.7432
2 S 0.54506 1.79479 2.13402  0.7237
3 N 0.01875 -0.84741 1.30464  -0.6374
4 N -1.47742 1.00540 0.70237  0.0138
5 C -0.27974 -0.10885 -1.06452  -0.3050
6 C -1.33631 0.67815 -0.51975  -0.1542
7 C -0.66202 0.41536 1.71833  -0.6768
8 C 0.49013 -0.85953 -0.21912  -0.0083
9 C 0.02170 0.00564 -2.53274  -0.0696
10 H 1.04334 0.50097 -2.70634  0.1022
11 H -0.66594 0.69497 -2.98823  0.0548
12 H 1.88770 -1.36060 2.74023  -0.0955
13 H 1.45969 1.32900 1.29815  -0.1684
14 H 1.30996 -1.60040 -0.42473  0.1151
15 H -1.26828 0.09658 2.61022  0.1133
16 H -1.94366 1.25711 -1.29453  0.1383
17 H 0.16967 -1.05143 -2.97966  0.1109

Values from the calculation:
* SMILES string: CC1=CN(S)[C@@H](S)N=C1
* HOMO-LUMO gap: 8.443 eV
* net charge: 0
* LUMO: -0.0550 eV

***

Energetically preferred structure: version b | next structure: +58.6 kJ/mol